*one*
An isolated molecule of C15H18N4O3, computed with the ωB97M-V functional and the def2-TZVPD basis.

Summary:
molar mass	302.334	g/mol
net charge	0
SMILES string	N[C@@H](Cc1ccccc1)C(=O)N[C@@H](Cc1c[nH]cn1)C(=O)O
highest occupied orbital energy	-9.0	eV
orbital gap	0.34931	Ha
E_LUMO	0.5115	eV

The geometry in XYZ format:
```
40
Properties=species:S:1:pos:R:3:nbo_charge:R:1
C 2.060 2.188 -0.566 -0.124
C 0.694 1.733 0.049 0.693
C 3.427 1.538 -0.203 -0.435
C 3.440 0.077 0.075 -0.055
C 3.527 -0.402 1.429 -0.193
C 3.315 -0.850 -0.920 -0.240
C 3.706 -1.774 1.738 -0.212
C 3.381 -2.228 -0.582 -0.187
C 3.775 -2.662 0.704 -0.212
C -0.916 -0.100 -0.038 -0.158
C -1.007 -1.539 -0.689 0.811
C -2.129 0.642 -0.498 -0.452
C -3.513 0.129 0.070 0.084
C -4.299 0.957 0.846 -0.095
C -5.417 -0.816 0.383 0.174
H 1.667 4.058 0.190 0.367
H 3.022 3.927 -0.553 0.344
H 1.943 1.925 -1.724 0.188
H 3.710 1.999 0.704 0.211
H 4.124 1.785 -0.996 0.224
H 3.401 0.278 2.284 0.213
H 3.212 -0.592 -2.021 0.228
H 4.071 -2.061 2.707 0.217
H 3.464 -2.930 -1.442 0.218
H 4.007 -3.732 0.994 0.223
H 1.140 -0.083 -0.507 0.427
H -0.832 -0.274 1.086 0.220
H -2.226 1.626 -0.040 0.246
H -2.064 0.715 -1.567 0.242
H -4.311 2.021 1.202 0.225
H -6.312 -1.425 0.180 0.206
H -6.336 0.781 1.333 0.426
H -2.847 -1.189 -1.481 0.547
N 2.074 3.654 -0.675 -0.813
N 0.329 0.546 -0.506 -0.640
N -4.239 -1.004 -0.230 -0.506
N -5.457 0.330 1.050 -0.503
O 0.110 2.406 0.872 -0.606
O -0.473 -2.528 -0.237 -0.541
O -1.891 -1.487 -1.710 -0.763
```

*two*
An isolated molecule of C15H18N4O3, computed with the ωB97M-V functional and the def2-TZVPD basis.

Summary:
molar mass	302.334	g/mol
net charge	0
SMILES string	N[C@@H](Cc1ccccc1)C(=O)N[C@@H](Cc1c[nH]cn1)C(=O)O
highest occupied orbital energy	-8.8	eV
orbital gap	0.33010	Ha
E_LUMO	0.2266	eV

The geometry in XYZ format:
```
40
Properties=species:S:1:pos:R:3:nbo_charge:R:1
C -1.447 1.095 0.273 -0.139
C -1.894 -0.393 0.388 0.670
C -0.594 1.331 -0.998 -0.414
C -1.225 0.980 -2.307 -0.054
C -0.988 -0.329 -2.815 -0.192
C -2.084 1.800 -3.040 -0.160
C -1.690 -0.788 -3.920 -0.210
C -2.678 1.375 -4.223 -0.224
C -2.481 0.054 -4.671 -0.215
C 0.439 -1.301 0.978 -0.157
C 1.112 -2.570 0.307 0.790
C 0.741 -1.134 2.489 -0.439
C 1.983 -0.335 2.730 0.088
C 2.178 0.669 3.625 -0.105
C 4.022 0.266 2.543 0.206
H 0.230 1.207 1.581 0.364
H -1.310 1.624 2.181 0.364
H -2.403 1.608 0.140 0.225
H -0.325 2.391 -1.019 0.229
H 0.352 0.785 -0.874 0.200
H -0.305 -1.037 -2.277 0.214
H -2.248 2.824 -2.708 0.198
H -1.541 -1.832 -4.206 0.216
H -3.294 2.059 -4.803 0.212
H -2.905 -0.259 -5.635 0.215
H -1.382 -2.274 0.667 0.433
H 0.946 -0.438 0.512 0.212
H -0.068 -0.546 2.930 0.232
H 0.808 -2.137 2.954 0.235
H 1.474 1.224 4.228 0.228
H 5.084 0.277 2.291 0.211
H 3.953 1.689 4.083 0.427
H 2.783 -1.871 0.828 0.519
N -0.688 1.667 1.356 -0.832
N -0.958 -1.350 0.705 -0.641
N 3.146 -0.562 2.013 -0.528
N 3.471 1.065 3.459 -0.503
O -3.027 -0.794 0.113 -0.611
O 0.405 -3.410 -0.187 -0.589
O 2.407 -2.632 0.309 -0.675
```

Of them, the most stable is *two* and the least stable is *one*.